{"formula": "C28H37N6OTl", "method": "ωB97M-V/def2-TZVPD", "homo_energy_ev": -6.76, "multiplicity": 1, "homo_lumo_gap_ev": 6.96, "symbols": ["Tl", "C", "C", "C", "C", "C", "C", "N", "C", "C", "C", "C", "C", "N", "C", "C", "C", "C", "C", "C", "N", "H", "H", "H", "H", "H", "H", "H", "H", "H", "H", "H", "H", "H", "H", "H", "C", "C", "C", "C", "O", "H", "H", "H", "H", "H", "H", "H", "H", "H", "C", "C", "N", "C", "N", "C", "C", "C", "N", "C", "H", "H", "H", "H", "H", "H", "H", "H", "H", "H", "H", "H", "H"], "xyz": [[0.0675, 0.1924, -1.4401], [1.0559, 4.8199, -1.9546], [2.1506, 4.5597, -0.9646], [2.7592, 5.6183, -0.2930], [3.7742, 5.3435, 0.5994], [4.1729, 4.0331, 0.7849], [3.5297, 3.0201, 0.0739], [2.5319, 3.2965, -0.7637], [4.0295, 1.6132, 0.1852], [5.3347, 1.4372, 0.6463], [5.8668, 0.1717, 0.7150], [5.0881, -0.8995, 0.3394], [3.7830, -0.6691, -0.0956], [3.2651, 0.5661, -0.1788], [2.9953, -1.8923, -0.4620], [3.3209, -3.0905, 0.1693], [2.6742, -4.2532, -0.2105], [1.7346, -4.2036, -1.2168], [1.4424, -2.9745, -1.7989], [0.4106, -2.8427, -2.8779], [2.0562, -1.8491, -1.4188], [0.9373, 5.8877, -2.1337], [0.1214, 4.4176, -1.5624], [1.2699, 4.3181, -2.8982], [2.4388, 6.6351, -0.4760], [4.2653, 6.1453, 1.1358], [4.9676, 3.8143, 1.4832], [5.9574, 2.2804, 0.9052], [6.8841, 0.0184, 1.0511], [5.4877, -1.9029, 0.3692], [4.0669, -3.1165, 0.9516], [2.9082, -5.1916, 0.2757], [1.2135, -5.0977, -1.5328], [0.2607, -3.7790, -3.4137], [0.7071, -2.0597, -3.5734], [-0.5353, -2.5366, -2.4176], [-0.8257, 2.2291, 2.4720], [-2.0348, 1.8128, 1.6400], [-3.0762, 2.9368, 1.6280], [-2.6522, 0.5346, 2.2093], [-1.5798, 1.5964, 0.3126], [-1.1355, 2.5312, 3.4734], [-0.3116, 3.0618, 1.9873], [-0.1289, 1.3923, 2.5514], [-3.4854, 3.1029, 2.6270], [-3.8957, 2.6770, 0.9550], [-2.6235, 3.8650, 1.2731], [-2.8206, 0.6253, 3.2836], [-1.9752, -0.3018, 2.0224], [-3.6087, 0.3234, 1.7242], [-4.9122, -1.2864, -1.7609], [-4.0352, -0.0643, -1.5322], [-2.6927, -0.3962, -1.1067], [-2.4509, -1.5176, -0.4297], [-1.1978, -1.7252, -0.0382], [-0.8992, -2.8492, 0.8215], [-1.8110, -4.0423, 0.5676], [-3.2395, -3.5522, 0.7195], [-3.4618, -2.4458, -0.1866], [-4.8414, -2.1499, -0.5142], [-4.5361, -1.8615, -2.6106], [-5.9438, -0.9894, -1.9593], [-4.5345, 0.5731, -0.7801], [-3.9644, 0.5294, -2.4491], [-2.1191, 0.8697, -0.1331], [-0.9926, -2.5604, 1.8824], [0.1446, -3.1396, 0.6731], [-1.6062, -4.8643, 1.2567], [-1.6654, -4.3879, -0.4603], [-3.4220, -3.2609, 1.7652], [-3.9515, -4.3446, 0.4719], [-5.3550, -1.6487, 0.3216], [-5.3522, -3.1032, -0.6797]], "atomic_forces_ev_per_a": [[-0.363, 0.107, 0.272], [-0.044, -0.181, 0.087], [0.326, 0.030, 0.199], [-0.094, -0.018, -0.065], [0.068, 0.000, 0.030], [0.003, 0.035, 0.188], [-0.201, 0.337, -0.130], [-0.130, -0.326, -0.282], [-0.030, -0.538, -0.065], [0.093, 0.112, -0.099], [0.124, -0.166, 0.088], [0.032, -0.001, -0.016], [0.064, 0.324, 0.055], [0.059, 0.003, 0.035], [-0.309, -0.217, -0.193], [-0.047, -0.062, 0.118], [0.100, -0.033, 0.048], [-0.095, -0.031, -0.039], [0.125, 0.121, 0.015], [-0.063, 0.112, 0.099], [0.379, 0.094, 0.216], [-0.027, -0.030, 0.000], [-0.085, -0.019, -0.084], [-0.023, -0.021, 0.032], [-0.010, 0.000, -0.008], [-0.008, -0.016, 0.032], [-0.101, 0.044, 0.016], [-0.061, -0.046, -0.052], [0.013, 0.018, -0.015], [0.056, 0.129, -0.082], [-0.168, -0.045, 0.012], [0.009, 0.003, 0.012], [-0.003, 0.026, -0.062], [-0.010, 0.018, 0.011], [0.023, -0.059, -0.098], [-0.043, -0.099, -0.028], [-0.036, -0.106, -0.152], [-0.139, 0.164, 0.211], [0.095, -0.051, -0.022], [0.122, -0.007, -0.097], [-0.070, -0.088, -0.088], [0.040, 0.016, 0.026], [-0.013, 0.000, 0.029], [0.032, 0.026, 0.014], [-0.003, 0.022, 0.004], [-0.002, -0.007, 0.010], [-0.013, -0.018, 0.005], [-0.039, 0.037, 0.004], [-0.032, -0.007, 0.036], [0.000, -0.051, -0.008], [0.150, 0.028, 0.149], [-0.021, -0.100, -0.008], [0.094, 0.119, -0.012], [0.030, -0.059, -0.070], [0.082, 0.149, -0.192], [0.045, -0.004, 0.029], [-0.016, 0.237, 0.016], [0.135, -0.106, -0.053], [0.053, 0.045, -0.013], [-0.053, 0.053, -0.038], [-0.031, 0.019, -0.041], [-0.008, -0.056, -0.038], [0.022, 0.024, -0.085], [-0.078, 0.016, 0.055], [0.110, 0.175, 0.005], [0.046, -0.056, 0.002], [-0.017, 0.051, 0.054], [0.007, 0.004, -0.001], [0.007, -0.106, 0.022], [-0.027, -0.021, -0.018], [-0.027, 0.036, 0.003], [0.016, 0.000, -0.023], [-0.018, 0.017, 0.038]]}


{"formula": "C22H15FO3S2", "method": "ωB97M-V/def2-TZVPD", "e_above_lowest_kj_mol": 0.0, "homo_energy_ev": -8.00, "multiplicity": 1, "smiles": "CS(=O)(=O)c1ccc(-c2oc3ccccc3c(=S)c2-c2ccccc2F)cc1", "homo_lumo_gap_ev": 7.19, "symbols": ["C", "S", "O", "O", "C", "C", "C", "C", "C", "O", "C", "C", "C", "C", "C", "C", "C", "S", "C", "C", "C", "C", "C", "C", "C", "F", "C", "C", "H", "H", "H", "H", "H", "H", "H", "H", "H", "H", "H", "H", "H", "H", "H"], "xyz": [[-3.0922, -4.4683, 3.0563], [-1.5915, -3.5974, 3.5928], [-0.3911, -4.4250, 3.6419], [-1.7530, -2.9129, 4.8986], [-1.3246, -2.4522, 2.2578], [-0.2806, -2.7167, 1.3457], [0.0925, -1.7440, 0.3164], [-0.7690, -0.5543, 0.2521], [-0.4523, 0.5846, -0.6758], [-1.4737, 0.9997, -1.3948], [-1.3424, 2.0144, -2.3290], [-2.4586, 2.3291, -3.0636], [-2.3810, 3.2220, -4.0721], [-1.2954, 3.9836, -4.2862], [-0.0913, 3.7738, -3.5194], [-0.2007, 2.6959, -2.5598], [0.9665, 2.3657, -1.6473], [2.3718, 3.2307, -1.5137], [0.7865, 1.2566, -0.7679], [2.0819, 0.7392, -0.1691], [2.5669, 1.3400, 1.0456], [3.9129, 1.0929, 1.5390], [4.6483, 0.0597, 0.8300], [4.1283, -0.6170, -0.3172], [2.8606, -0.2157, -0.8343], [2.4986, -0.8688, -1.8511], [-1.6812, -0.2882, 1.1931], [-1.9659, -1.2300, 2.1883], [-3.2055, -4.8088, 1.9750], [-3.9836, -3.9541, 3.3327], [-2.9913, -5.3629, 3.7619], [0.1912, -3.6971, 1.5694], [0.8855, -1.7454, -0.3759], [-3.3551, 1.7616, -2.8630], [-3.3026, 3.4419, -4.5488], [-1.3260, 4.8299, -5.0526], [0.8267, 4.3800, -3.7089], [2.0280, 2.1264, 1.6907], [4.2103, 1.5346, 2.4351], [5.6255, -0.2131, 1.1067], [4.7807, -1.4608, -0.6873], [-2.2209, 0.6264, 1.1184], [-2.5331, -1.0558, 3.0905]], "atomic_forces_ev_per_a": [[0.858, -2.327, 0.630], [1.939, 1.054, 2.088], [-1.484, -0.424, -1.098], [-1.306, -0.636, -2.611], [1.120, 1.147, -1.460], [0.773, 0.425, -1.208], [-3.845, 0.447, 2.770], [3.618, -1.309, -1.301], [3.380, 0.736, -0.037], [-1.202, 0.495, -0.559], [-0.968, -0.574, 0.114], [-0.638, -1.891, 0.725], [-1.929, 0.202, 0.359], [4.197, 2.490, -0.541], [-2.424, -0.952, -0.666], [4.140, 1.956, 0.539], [-0.300, 1.135, -0.514], [-0.531, 0.350, -0.884], [-1.003, -2.753, 0.161], [-0.571, 0.614, 1.539], [2.086, 0.291, 0.929], [-2.539, -2.857, -3.852], [-2.360, 1.164, -0.714], [0.510, 1.157, 1.770], [3.166, 1.151, 4.630], [-2.145, -1.568, -3.695], [-1.879, -0.948, 1.562], [0.028, -0.303, 1.104], [0.892, 0.599, 1.423], [-0.411, 0.777, 0.342], [-0.438, 0.837, -1.135], [0.272, 0.949, -0.804], [0.820, -0.835, -0.466], [-0.212, 0.074, -0.058], [-0.565, 0.155, -0.800], [0.111, -1.389, 1.113], [-0.884, -0.870, 0.575], [0.260, -1.396, -1.666], [0.741, 0.634, 1.118], [1.040, -0.250, 0.643], [-1.254, 1.123, -0.110], [-0.366, 0.595, 0.318], [-0.699, 0.729, -0.272]]}


{"formula": "C20H19N5O2W", "method": "ωB97M-V/def2-TZVPD", "e_above_lowest_kj_mol": 257.4, "homo_energy_ev": [-21.23, -21.23], "charge": 4, "multiplicity": 3, "homo_lumo_gap_ev": [3.88, 4.06], "symbols": ["N", "C", "C", "H", "H", "H", "N", "C", "C", "H", "H", "H", "N", "C", "C", "H", "H", "H", "W", "C", "O", "C", "O", "C", "C", "C", "C", "C", "C", "H", "H", "H", "H", "H", "H", "N", "C", "C", "C", "C", "N", "C", "C", "H", "H", "H", "H"], "xyz": [[-1.2696, 3.4174, 0.1608], [-0.6064, 4.3617, 0.0154], [0.1792, 5.5732, -0.1646], [-0.4914, 6.4272, -0.3309], [0.8404, 5.4607, -1.0344], [0.7850, 5.7668, 0.7306], [2.8124, -1.8103, -1.6827], [3.7752, -2.4579, -1.6401], [4.9741, -3.2576, -1.5627], [5.7381, -2.8475, -2.2412], [4.7483, -4.2943, -1.8568], [5.3623, -3.2487, -0.5328], [-3.5572, -0.4026, 0.3046], [-4.2278, -1.3267, 0.0812], [-5.1027, -2.4580, -0.1877], [-4.8772, -3.2798, 0.5049], [-4.9544, -2.8048, -1.2190], [-6.1503, -2.1553, -0.0560], [0.9171, -0.5683, -1.9209], [0.5153, -1.4096, 0.0105], [0.2479, -2.0407, 0.9710], [1.5199, 0.1987, -0.0121], [1.9784, 0.7386, 0.9319], [1.0041, 1.0385, -3.2054], [-0.2284, 1.0031, -2.5195], [-0.9925, -0.1851, -2.5091], [-0.5178, -1.3303, -3.1872], [0.7326, -1.3044, -3.8479], [1.4957, -0.1141, -3.8564], [1.5914, 1.9505, -3.2231], [-0.6055, 1.8924, -2.0263], [-1.9524, -0.2106, -2.0065], [-1.1040, -2.2413, -3.1902], [1.1090, -2.1966, -4.3363], [2.4610, -0.0912, -4.3517], [0.0309, -0.0326, 7.4885], [-0.1585, 0.0991, 6.3393], [-0.3849, 0.2587, 4.9188], [-1.1574, -0.6687, 4.2100], [-1.3115, -0.4835, 2.8240], [-0.6961, 0.4883, 2.1724], [-0.0637, 1.4367, 2.8426], [0.1542, 1.3512, 4.2296], [-1.6255, -1.5240, 4.6952], [-1.9637, -1.1438, 2.2523], [0.2856, 2.3069, 2.2862], [0.7410, 2.1188, 4.7319]], "atomic_forces_ev_per_a": [[1.269, 0.675, -0.359], [-0.950, -0.974, 0.187], [0.173, 0.327, -0.022], [0.173, -0.229, 0.036], [-0.180, 0.122, 0.250], [-0.172, -0.020, -0.255], [-0.567, 0.358, 0.128], [-0.330, 0.254, 0.135], [0.134, -0.090, -0.075], [-0.173, -0.047, 0.112], [-0.005, 0.205, 0.041], [-0.130, 0.041, -0.187], [-0.253, -1.377, -0.479], [0.629, 1.190, 0.305], [-0.220, -0.269, -0.043], [-0.103, 0.223, -0.183], [-0.124, 0.083, 0.284], [0.277, -0.075, -0.049], [6.946, -4.535, 7.911], [-3.735, -6.956, 5.583], [1.779, 3.747, -5.205], [4.691, 6.565, 5.398], [-2.635, -3.371, -5.109], [0.866, 2.165, -0.964], [-2.634, 2.211, -0.818], [-3.029, 1.381, -0.832], [-1.501, -1.567, -0.965], [0.089, -0.409, -3.013], [0.494, -0.069, -3.054], [0.077, 0.025, 0.117], [-0.221, 0.168, 0.267], [-0.244, 0.141, 0.262], [-0.009, -0.130, 0.124], [0.000, -0.036, -0.004], [0.013, 0.023, 0.003], [0.032, -0.022, 0.101], [-0.472, 0.331, -2.072], [0.502, -0.437, 2.487], [-0.996, -0.959, -1.433], [-0.755, -0.820, 1.696], [0.217, -0.028, -0.656], [0.365, 0.926, 1.611], [0.510, 1.395, -1.403], [0.126, 0.206, -0.015], [0.207, 0.101, 0.076], [-0.003, -0.246, 0.097], [-0.128, -0.197, -0.020]]}


Number 1: energy -45319.27835 eV. Number 2: energy -53583.99874 eV. Number 3: energy -34365.33014 eV.